{
  "formula": "C7H4MgNO5",
  "method": "the ωB97M-V functional and the def2-TZVPD basis",
  "elements": ["O", "C", "Mg", "C", "O", "C", "O", "C", "O", "C", "O", "H", "C", "C", "N", "H", "H", "H"],
  "coordinates": [[-0.267, 1.387, -2.455], [0.412, 0.361, -2.353], [0.533, 0.026, 0.566], [-0.754, 1.314, 2.028], [-1.589, 1.805, 2.643], [-0.077, -1.932, -0.781], [-0.484, -2.817, -1.383], [1.578, 0.350, -1.445], [2.752, 0.467, -1.623], [-1.600, 0.320, -0.294], [-2.663, 0.391, -0.715], [0.290, -0.555, -2.977], [3.006, -2.507, 3.484], [2.281, -1.709, 2.531], [1.691, -1.056, 1.777], [3.808, -3.046, 2.962], [2.314, -3.222, 3.949], [3.436, -1.848, 4.251]],
  "multiplicity": 1,
  "homo_energy_ev": -10.626,
  "de_lowest_ev": 0.000,
  "charge": 1
}